ORCA calculation (ωB97M-V with the def2-TZVPD basis set) on an isolated molecule of C13H16ClN3O4.

Results
**Multiplicity**: 1
**Frontier orbital gap**: 7.41 eV
**Structure (SMILES)**: O=C(NCCN1CCOCC1)c1cc([N+](=O)[O-])ccc1Cl
**ΔE to the lowest compared entry with this formula, charge and spin**: 3.0 kcal/mol
**Molar mass**: 313.74 g/mol
**DFT total energy**: -1430.3028 hartree

Positions of all 37 atoms, in Å:
O1 -0.751 -0.035 2.131
C1 -0.200 -0.497 1.157
N1 1.138 -0.565 1.003
C2 2.086 -0.079 1.982
C3 2.932 1.089 1.451
N2 2.454 2.378 1.917
C4 3.356 3.477 1.610
C5 3.266 3.923 0.144
O2 1.942 4.262 -0.213
C6 1.050 3.194 0.036
C7 1.110 2.755 1.503
C8 -0.964 -1.062 -0.012
C9 -0.721 -2.354 -0.447
C10 -1.478 -2.890 -1.481
N3 -1.205 -4.234 -1.929
O3 -0.259 -4.807 -1.433
O4 -1.933 -4.701 -2.777
C11 -2.485 -2.151 -2.092
C12 -2.726 -0.861 -1.668
C13 -1.972 -0.316 -0.633
Cl1 -2.267 1.297 -0.138
H1 1.516 -0.945 0.149
H2 2.742 -0.906 2.266
H3 1.520 0.240 2.859
H4 2.986 1.006 0.352
H5 3.950 0.986 1.837
H6 4.380 3.187 1.850
H7 3.069 4.316 2.250
H8 3.861 4.822 -0.023
H9 3.638 3.125 -0.519
H10 0.056 3.569 -0.215
H11 1.286 2.348 -0.629
H12 0.416 1.940 1.691
H13 0.815 3.601 2.130
H14 0.038 -2.965 0.019
H15 -3.058 -2.598 -2.889
H16 -3.497 -0.266 -2.131